(1)
Density functional theory data (ωB97M-V with the def2-TZVPD basis set) for an isolated molecule of C22H25N3O2 at a distorted geometry.

Computed properties:
Energy relative to the best compared isomer or geometry (same formula, charge and spin): 38.25 kcal per mole
Molar mass: 363.5 g/mol
Multiplicity: 1
HOMO level: -0.283 Ha

```
52
C22H25N3O2 ωB97M-V with the def2-TZVPD basis set
C 6.04 1.98 0.36
C 5.41 3.36 0.27
H 6.18 4.12 0.14
H 4.86 3.58 1.19
C 4.43 3.48 -0.91
N 3.31 2.60 -0.73
C 3.09 1.43 -1.37
C 1.90 0.91 -0.86
C 1.10 -0.24 -1.06
C -0.05 -0.37 -0.34
C -0.45 0.60 0.61
C 0.31 1.71 0.85
C 1.49 1.89 0.11
N 2.36 2.90 0.16
H 0.02 2.44 1.59
C -1.70 0.43 1.41
O -1.81 0.79 2.56
N -2.73 -0.15 0.73
H -2.61 -0.38 -0.25
C -4.00 -0.44 1.33
C -4.40 -1.88 1.19
C -3.61 -3.00 1.36
C -4.18 -4.25 1.18
C -5.52 -4.37 0.84
C -6.31 -3.24 0.68
C -5.74 -2.00 0.85
C -6.38 -0.64 0.75
H -6.97 -0.44 1.65
H -7.04 -0.56 -0.11
C -5.18 0.31 0.66
H -4.93 0.49 -0.39
H -5.37 1.27 1.13
H -7.36 -3.34 0.41
H -5.95 -5.35 0.70
H -3.58 -5.14 1.30
H -2.57 -2.90 1.63
H -3.90 -0.15 2.38
H -0.65 -1.26 -0.46
H 1.39 -1.01 -1.76
O 3.99 1.07 -2.32
C 3.96 -0.26 -2.79
C 4.41 -1.27 -1.74
H 5.41 -1.02 -1.39
H 3.74 -1.25 -0.88
H 4.42 -2.26 -2.16
H 4.66 -0.26 -3.63
H 2.96 -0.51 -3.17
H 4.05 4.50 -0.97
H 4.92 3.21 -1.84
H 6.75 1.94 1.17
H 6.55 1.73 -0.57
H 5.27 1.22 0.54
```

---

(2)
Density functional theory data (ωB97M-V with the def2-TZVPD basis set) for a structure of composition C22H25N3O4S at a distorted geometry.

Computed properties:
Energy relative to the best compared isomer or geometry (same formula, charge and spin): 493.09 kcal per mole
Molar mass: 427.5 g/mol
Multiplicity: 1
HOMO level: -0.289 Ha

```
55
C22H25N3O4S ωB97M-V with the def2-TZVPD basis set
C -5.46 -2.15 -1.42
C -4.67 -1.52 -2.55
C -4.89 -0.21 -2.69
C -3.97 0.53 -3.60
C -2.85 -0.23 -4.42
C -2.80 -1.42 -4.12
C -3.56 -1.96 -3.17
H -3.50 -3.36 -3.04
H -2.13 -2.12 -4.68
N -2.20 0.54 -5.27
S -0.69 0.20 -5.04
O -0.28 -1.16 -5.63
O 0.19 1.35 -5.93
C -0.30 0.22 -3.41
C 0.04 -1.11 -2.80
C 0.16 -0.86 -1.37
C 0.21 0.29 -0.82
C -0.03 1.50 -1.37
C -0.36 1.30 -2.79
H -0.44 2.43 -3.24
H -0.05 2.26 -0.80
C 0.22 0.25 0.94
O -0.27 -0.79 1.50
N 0.90 1.31 1.42
H 1.35 1.55 0.81
C 1.22 1.17 2.68
H 1.12 2.22 3.03
H 0.57 0.33 3.27
C 2.83 1.13 3.07
C 3.05 1.39 4.42
C 2.27 1.02 5.65
C 3.22 1.48 6.68
C 4.23 2.05 6.10
O 4.36 1.92 4.71
H 5.23 2.53 6.51
H 2.70 1.55 7.79
H 1.41 0.50 5.66
N 3.25 -0.05 2.72
C 3.67 -0.50 1.35
H 2.76 -0.66 0.84
H 4.35 -1.18 1.15
H 4.15 0.60 1.09
C 2.73 -1.38 3.31
H 3.43 -2.23 3.14
H 2.49 -1.32 4.42
H 1.68 -1.66 2.57
H 3.38 1.80 2.30
H 0.30 -1.86 -1.07
H -0.05 -2.03 -3.35
H -2.41 1.56 -5.16
H -4.13 1.55 -3.66
H -5.50 0.35 -2.03
H -5.75 -3.37 -1.84
H -4.84 -2.19 -0.55
H -6.38 -1.58 -1.30
```

---

(3)
Density functional theory data (ωB97M-V with the def2-TZVPD basis set) for an isolated molecule of C22H25N3O4S at a distorted geometry.

Computed properties:
Energy relative to the best compared isomer or geometry (same formula, charge and spin): 55.80 kcal per mole
Molar mass: 427.5 g/mol
Multiplicity: 1
HOMO level: -0.312 Ha

```
55
C22H25N3O4S ωB97M-V with the def2-TZVPD basis set
C 5.24 -2.94 -2.46
C 3.89 -3.46 -2.08
C 3.74 -4.73 -1.54
C 2.49 -5.22 -1.22
C 1.35 -4.44 -1.41
C 1.49 -3.16 -1.94
C 2.75 -2.69 -2.27
H 2.84 -1.69 -2.68
H 0.62 -2.55 -2.10
N 0.09 -4.91 -1.05
S -1.31 -4.49 -1.87
O -1.06 -4.25 -3.26
O -2.26 -5.49 -1.49
C -1.75 -2.94 -1.09
C -2.01 -1.83 -1.87
C -2.35 -0.63 -1.27
C -2.43 -0.55 0.12
C -2.19 -1.69 0.89
C -1.85 -2.88 0.29
H -1.66 -3.77 0.87
H -2.29 -1.61 1.96
C -2.79 0.71 0.83
O -3.39 0.71 1.89
N -2.42 1.85 0.20
H -1.75 1.79 -0.55
C -2.60 3.15 0.81
H -2.56 3.90 0.03
H -3.57 3.17 1.29
C -1.53 3.42 1.89
C -0.14 3.17 1.36
C 1.00 2.80 2.00
C 2.02 2.76 1.01
C 1.42 3.11 -0.16
O 0.11 3.36 0.04
H 1.79 3.22 -1.16
H 3.05 2.51 1.15
H 1.11 2.57 3.04
N -1.71 4.76 2.43
C -1.27 4.89 3.80
H -1.76 4.14 4.41
H -1.55 5.88 4.17
H -0.18 4.78 3.92
C -1.15 5.82 1.61
H -1.54 6.77 1.96
H -0.05 5.86 1.65
H -1.45 5.68 0.57
H -1.70 2.71 2.71
H -2.58 0.23 -1.88
H -1.94 -1.93 -2.94
H 0.06 -5.87 -0.72
H 2.38 -6.22 -0.81
H 4.61 -5.35 -1.38
H 5.43 -3.14 -3.51
H 5.30 -1.86 -2.31
H 6.02 -3.42 -1.88
```

---

(4)
Density functional theory data (ωB97M-V with the def2-TZVPD basis set) for a structure of composition C22H25N4O3V at a distorted geometry.

Computed properties:
Energy relative to the best compared isomer or geometry (same formula, charge and spin): 8.27 kcal per mole
Molar mass: 444.4 g/mol
Net charge: -1
Multiplicity: 2
HOMO level (spin up / spin down): -0.054 / -0.058 Ha

```
55
C22H25N4O3V ωB97M-V with the def2-TZVPD basis set
V 0.86 0.40 0.01
O -0.17 1.98 0.14
C -1.18 2.22 0.90
C -1.87 3.45 0.80
C -2.97 3.75 1.57
C -3.46 2.82 2.48
C -2.82 1.61 2.62
C -1.69 1.27 1.86
C -1.09 0.01 2.07
N -0.06 -0.44 1.41
N 0.37 -1.68 1.72
C 1.36 -2.03 0.91
O 1.75 -1.25 -0.03
C 1.99 -3.32 1.13
C 3.23 -3.61 0.54
C 3.85 -4.82 0.75
C 3.24 -5.79 1.55
C 2.01 -5.51 2.14
C 1.40 -4.29 1.95
H -1.50 4.18 0.08
H -3.46 4.71 1.46
H -4.33 3.05 3.08
H -3.20 0.88 3.32
H -1.53 -0.64 2.83
H 3.69 -2.85 -0.07
H 4.81 -5.03 0.29
H 3.72 -6.74 1.70
H 1.54 -6.26 2.76
H 0.46 -4.06 2.42
N 4.22 0.68 -2.24
C 3.23 0.85 -1.26
O 2.05 0.91 -1.59
C 3.71 0.96 0.16
C 2.49 1.13 1.08
H 3.87 0.34 -3.12
H 5.06 0.22 -1.93
H 4.42 1.80 0.25
H 4.24 0.04 0.41
H 2.35 2.19 1.32
H 2.69 0.61 2.03
C -3.40 0.41 -3.65
C -2.76 1.09 -2.42
C -3.82 1.38 -1.36
C -2.07 2.40 -2.83
C -1.74 0.22 -1.88
N -0.91 -0.47 -1.49
H -4.14 1.07 -4.10
H -3.89 -0.51 -3.36
H -2.64 0.18 -4.39
H -4.54 2.11 -1.73
H -3.35 1.78 -0.46
H -4.36 0.47 -1.09
H -2.80 3.12 -3.19
H -1.34 2.22 -3.61
H -1.55 2.81 -1.97
```

---

(5)
Density functional theory data (ωB97M-V with the def2-TZVPD basis set) for a structure of composition C22H25N6O4SW at a distorted geometry.

Computed properties:
Energy relative to the best compared isomer or geometry (same formula, charge and spin): 25.72 kcal per mole
Molar mass: 653.4 g/mol
Net charge: +1
Multiplicity: 1
HOMO level (spin up / spin down): -0.384 / -0.386 Ha

```
59
C22H25N6O4SW ωB97M-V with the def2-TZVPD basis set
W 0.13 0.91 -0.08
N 3.92 1.06 2.24
C 2.70 1.09 1.70
S 2.60 1.55 -0.01
N 1.65 0.81 2.40
N 0.43 1.10 1.89
C -0.49 0.07 1.89
C -1.91 0.47 2.06
C -2.69 0.14 3.16
C -4.00 0.57 3.25
C -4.56 1.31 2.22
C -3.81 1.65 1.10
C -2.48 1.23 1.02
O -1.70 1.48 -0.05
H 4.73 1.19 1.66
H 4.03 0.76 3.19
H -0.15 -0.82 2.45
H -2.26 -0.44 3.97
H -4.59 0.33 4.12
H -5.59 1.63 2.29
H -4.24 2.21 0.29
C 0.44 6.59 -1.55
N 0.45 5.17 -1.32
C 0.45 4.19 -2.39
C 0.23 2.92 -1.59
O 0.20 1.69 -1.92
N 0.17 3.22 -0.25
C 0.28 4.55 -0.12
N 0.25 5.19 1.05
H 0.60 6.77 -2.61
H 1.25 7.08 -0.99
H -0.51 7.03 -1.25
H 1.40 4.18 -2.94
H -0.36 4.37 -3.11
H 0.13 4.64 1.89
H 0.37 6.18 1.12
C 1.13 -7.17 -1.24
C 0.82 -5.71 -1.21
C -0.08 -5.18 -0.29
C -0.31 -3.82 -0.18
C -1.26 -3.29 0.85
C 0.39 -2.96 -1.03
C 1.25 -3.46 -2.02
C 1.91 -2.51 -2.97
C 1.45 -4.83 -2.09
C 0.28 -1.50 -0.80
O -0.67 -0.76 -1.17
O 1.17 -0.90 -0.09
H 0.54 -7.72 -0.51
H 2.18 -7.33 -1.02
H 0.94 -7.59 -2.22
H -0.61 -5.85 0.37
H -2.12 -3.96 0.93
H -1.63 -2.29 0.60
H -0.77 -3.25 1.82
H 1.16 -1.88 -3.45
H 2.45 -3.05 -3.75
H 2.61 -1.86 -2.45
H 2.11 -5.23 -2.84
```

---

(6)
Density functional theory data (ωB97M-V with the def2-TZVPD basis set) for a structure of composition C22H25N6SeTc at a distorted geometry.

Computed properties:
Molar mass: 550.4 g/mol
Net charge: +3
Multiplicity: 2
HOMO level (spin up / spin down): -0.645 / -0.647 Ha

```
55
C22H25N6SeTc ωB97M-V with the def2-TZVPD basis set
Tc -0.20 0.58 0.06
C 0.03 -0.05 4.34
C 0.16 1.23 4.84
C 0.18 2.29 3.94
C 0.07 2.04 2.57
N -0.07 0.75 2.10
C -0.09 -0.24 2.96
C 0.09 3.05 1.54
C 0.26 4.43 1.77
C 0.29 5.28 0.69
C 0.16 4.80 -0.63
C -0.03 3.43 -0.87
C -0.06 2.54 0.19
H 0.01 -0.91 5.01
H 0.25 1.40 5.90
H 0.29 3.30 4.30
H -0.19 -1.24 2.54
H 0.38 4.84 2.76
H 0.43 6.34 0.85
H 0.19 5.50 -1.46
H -0.15 3.07 -1.88
Se 4.49 1.91 1.05
N 5.09 0.34 0.61
C 4.06 -0.42 0.25
C 4.13 -1.76 -0.17
C 2.95 -2.37 -0.50
C 1.73 -1.65 -0.43
N 1.64 -0.39 -0.04
C 2.79 0.25 0.31
N 2.80 1.50 0.72
H 5.08 -2.27 -0.21
H 2.92 -3.40 -0.83
H 0.81 -2.15 -0.70
C -4.72 -3.37 -1.08
C -4.75 -1.93 -1.57
N -4.04 -1.04 -0.64
C -4.84 -0.53 0.48
C -5.37 0.88 0.21
C -2.77 -0.72 -0.80
C -1.99 -1.26 -1.96
N -2.12 0.09 0.04
H -5.26 -4.00 -1.78
H -5.20 -3.48 -0.11
H -3.70 -3.76 -1.00
H -5.77 -1.55 -1.62
H -4.32 -1.83 -2.56
H -4.25 -0.59 1.40
H -5.66 -1.23 0.60
H -4.57 1.61 0.08
H -5.99 1.20 1.04
H -5.99 0.89 -0.69
H -2.41 -0.88 -2.90
H -2.01 -2.34 -2.00
H -0.95 -0.93 -1.93
H -2.72 0.48 0.75
```

---

(7)
Density functional theory data (ωB97M-V with the def2-TZVPD basis set) for a structure of composition C22H26AsN6O10PS2Ti at a distorted geometry.

Computed properties:
Energy relative to the best compared isomer or geometry (same formula, charge and spin): 30.97 kcal per mole
Molar mass: 752.4 g/mol
Multiplicity: 1
HOMO level: -0.288 Ha

```
69
C22H26AsN6O10PS2Ti ωB97M-V with the def2-TZVPD basis set
Ti -0.35 0.13 0.22
C 0.53 0.65 -4.11
C 0.33 0.87 -2.64
N 0.79 0.05 -1.74
N 1.36 -1.07 -2.18
C 2.29 -1.82 -1.64
N 2.23 -3.14 -2.04
S 3.64 -1.39 -0.72
C -0.59 1.91 -2.17
C -1.11 2.88 -3.03
C -2.07 3.75 -2.56
C -2.51 3.64 -1.25
C -1.93 2.67 -0.45
N -0.98 1.84 -0.88
H 1.22 -0.17 -4.24
H 0.92 1.54 -4.61
H -0.43 0.38 -4.56
H 1.71 -3.31 -2.89
H 3.09 -3.66 -1.95
H -0.76 2.93 -4.05
H -2.49 4.50 -3.21
H -3.27 4.28 -0.84
H -2.23 2.56 0.59
O 3.16 5.57 1.16
C 2.64 4.54 1.87
O 2.44 4.64 3.04
C 2.39 3.30 1.09
C 3.26 2.67 0.21
N 2.66 1.55 -0.23
N 1.48 1.40 0.34
C 1.28 2.45 1.14
C -0.01 2.39 1.89
O -0.49 3.31 2.49
O -0.53 1.19 1.75
H 3.24 5.36 0.23
H 4.26 2.93 -0.10
H 3.12 0.65 -0.59
O -0.46 -3.69 -0.73
As -0.25 -3.02 0.90
O -2.04 -2.80 1.17
O 0.32 -1.43 0.57
C -2.93 -3.17 0.21
C -3.32 -4.49 0.04
C -4.20 -4.83 -0.97
C -4.73 -3.86 -1.82
C -4.37 -2.54 -1.64
C -3.48 -2.20 -0.63
S -2.72 -0.61 -0.63
O -1.42 -0.85 -1.31
O -3.55 0.33 -1.32
O -2.31 -0.17 0.73
H 0.40 -3.64 -1.19
H -2.89 -5.24 0.69
H -4.47 -5.87 -1.12
H -5.39 -4.14 -2.62
H -4.73 -1.75 -2.28
C 3.02 -1.60 3.20
P 1.69 -0.37 2.83
C 2.21 0.93 4.05
C 0.34 -1.15 3.83
H 3.10 -1.80 4.27
H 3.96 -1.21 2.83
H 2.80 -2.53 2.67
H 2.28 0.52 5.05
H 1.50 1.76 4.05
H 3.18 1.33 3.75
H 0.56 -1.08 4.90
H 0.24 -2.20 3.55
H -0.61 -0.64 3.62
```

---

(8)
Density functional theory data (ωB97M-V with the def2-TZVPD basis set) for a cluster of 5 separate species, C22H26F15NO13 in total.

Computed properties:
Molar mass: 797.4 g/mol
Multiplicity: 1
HOMO level: -0.407 Ha

```
77
C22H26F15NO13 ωB97M-V with the def2-TZVPD basis set
O -0.80 0.68 -2.97
N -0.05 0.09 -3.62
O 1.21 -0.01 -2.92
C 1.95 -1.08 -3.44
O 3.18 -0.61 -3.96
C 4.12 -1.60 -3.74
O 4.95 -1.88 -4.53
C 3.82 -2.16 -2.36
C 2.30 -2.19 -2.40
C 1.58 -2.11 -1.06
O 1.01 -3.38 -0.68
C -0.20 -3.68 -1.18
F -0.24 -4.97 -1.52
F -0.52 -2.95 -2.26
F -1.16 -3.48 -0.26
H 1.37 -1.53 -4.25
H 4.22 -1.40 -1.68
H 4.28 -3.13 -2.25
H 1.97 -3.12 -2.88
H 2.28 -1.88 -0.26
H 0.82 -1.33 -1.04
C -1.07 -4.16 3.03
C -2.41 -4.78 3.34
O -2.72 -4.70 4.75
C -3.23 -3.55 5.16
O -3.46 -2.58 4.50
C -3.55 -3.64 6.67
F -2.56 -4.21 7.35
F -4.66 -4.36 6.85
F -3.76 -2.42 7.17
H -0.28 -4.61 3.64
H -0.82 -4.30 1.99
H -1.08 -3.09 3.24
H -2.41 -5.85 3.12
H -3.21 -4.32 2.76
C -1.11 3.34 -1.17
C -1.57 3.72 -2.56
O -2.56 4.78 -2.50
C -2.09 6.01 -2.38
O -0.94 6.35 -2.32
C -3.27 7.01 -2.36
F -4.26 6.58 -1.57
F -3.75 7.16 -3.60
F -2.86 8.20 -1.92
H -1.97 3.07 -0.55
H -0.43 2.50 -1.21
H -0.61 4.18 -0.68
H -2.07 2.90 -3.05
H -0.73 4.04 -3.18
C 10.56 -3.48 -2.28
C 9.87 -2.38 -1.51
O 8.48 -2.72 -1.26
C 8.25 -3.50 -0.22
O 9.04 -3.97 0.54
C 6.72 -3.73 -0.08
F 6.15 -3.97 -1.27
F 6.15 -2.62 0.43
F 6.47 -4.74 0.73
H 10.02 -3.69 -3.21
H 11.58 -3.17 -2.52
H 10.60 -4.40 -1.70
H 9.83 -1.46 -2.08
H 10.36 -2.18 -0.56
C -6.09 6.94 1.08
C -7.35 6.11 1.03
O -7.16 4.82 1.67
C -7.28 4.81 2.99
O -7.54 5.73 3.70
C -7.09 3.37 3.51
F -6.04 2.77 2.92
F -8.18 2.64 3.25
F -6.88 3.37 4.82
H -5.26 6.39 0.64
H -6.23 7.86 0.52
H -5.83 7.19 2.10
H -7.62 5.86 0.00
H -8.19 6.62 1.49
```

---

Question: What is the molar mass in the fourth record?
Answer: 444.4 g/mol